The following is a quantum chemistry calculation of a cluster of 3 separate species, C11H31BNO7P2S2 in total in a non-equilibrium geometry, from the Open Molecules 2025 dataset.

The geometry in XYZ format:
```
55
Properties=species:S:1:pos:R:3
H -3.3420 0.7743 -1.1964
H -3.6648 1.8405 3.1282
P 0.0848 0.2523 -1.9813
H 1.1423 1.4630 -0.3451
S 3.3369 3.6267 0.8271
H 5.2711 4.1338 -0.5114
O 1.9005 -2.0398 -1.9150
B -1.1360 -1.1235 -1.4101
H 0.5829 -2.4418 -0.5270
C 4.4599 3.4046 -0.5737
C -3.4700 -1.2047 2.5017
H 3.8990 3.5671 -1.4976
H -4.4559 -1.3036 -2.2375
H 5.1373 -3.3509 -2.7682
H 4.8656 2.3903 -0.5706
O -1.3749 -3.1731 0.1105
C -3.1878 -0.1566 -0.4935
H -0.4734 -3.3152 -1.8791
C -5.2763 1.2139 1.4832
S 3.3909 -2.0467 -1.7487
H 0.9405 -0.1263 0.1233
O -2.2741 -1.4675 -2.2997
C -0.5050 -2.5715 -0.9461
H -5.2154 2.9051 3.0100
C 4.0571 -0.7024 -2.7594
H -1.3208 -1.3049 3.3249
H 5.1486 -0.7506 -2.7588
H -1.6214 0.2811 2.2499
H -5.7541 1.7035 0.5062
H -2.2849 0.1636 4.0119
C -4.4169 2.3019 2.3589
H -3.9329 3.1098 1.6443
H 5.3618 3.9664 2.0820
C 4.0456 -3.3896 -2.7690
H -3.1924 -2.3285 2.2847
C -2.0998 -0.4657 3.0144
H 3.7379 0.2489 -2.3262
H 3.6783 -0.7796 -3.7812
H -4.2374 -1.1751 3.4140
H -3.7671 -2.3878 -0.8965
H -6.2052 0.8788 2.1411
H 3.6673 -3.3021 -3.7906
H -1.0329 1.9785 -1.0517
O 2.3421 2.5051 0.7896
C -3.5339 -1.4161 -1.5145
H 4.9537 2.2275 1.9451
H 3.7180 -4.3406 -2.3424
O -0.5999 -3.4698 1.1213
H -0.2569 -2.6139 1.5380
N 1.2815 0.4723 -0.6610
H 4.0588 3.2718 3.0797
C 4.5536 3.2317 2.1064
O -0.8696 1.7091 -2.0208
O -1.7786 -0.4944 -0.2385
P -4.3355 -0.3792 1.0152
```

Summary:
Net charge: -1
Lowest unoccupied orbital energy in eV: 2.11
Gap between HOMO and LUMO in eV: 4.8
Largest force on an atom in hartree/bohr: 0.117
HOMO energy in eV: -2.64
2S+1: 1